{"formula": "C5H8N2", "method": "ωB97M-V with the def2-TZVPD basis set", "max_force_ev_per_a": 0.4, "e_above_lowest_kj_mol": 385.1, "homo_lumo_gap_ev": 7.93, "e_tot_ev": -8291.0054, "e_lumo_ev": 0.446, "smiles": "CN1C=C=CN1C", "elements": ["C", "N", "C", "C", "C", "N", "C", "H", "H", "H", "H", "H", "H", "H", "H"], "positions_angstrom": [[1.36, 0.16, 1.33], [0.26, 0.44, 0.42], [-0.21, 1.68, 0.15], [-0.85, 1.83, -1.10], [-0.66, 0.54, -1.55], [0.00, -0.34, -0.69], [-0.79, -1.57, -0.46], [2.32, 0.12, 0.79], [1.22, -0.77, 1.89], [1.41, 0.99, 2.03], [-0.04, 2.42, 0.92], [-0.98, 0.07, -2.48], [-1.43, -1.73, -1.33], [-1.45, -1.40, 0.40], [-0.16, -2.44, -0.31]]}



{"formula": "C52H38CdCl3N12O5S2", "method": "ωB97M-V with the def2-TZVPD basis set", "max_force_ev_per_a": 1.0, "e_above_lowest_kj_mol": 15.9, "homo_lumo_gap_ev": 7.45, "e_tot_ev": -146466.0078, "e_lumo_ev": 1.715, "charge": -1, "elements": ["Cd", "O", "C", "O", "C", "C", "C", "N", "C", "C", "C", "C", "C", "C", "C", "N", "C", "C", "C", "C", "C", "N", "H", "H", "H", "H", "H", "H", "H", "H", "H", "H", "C", "C", "C", "C", "C", "C", "C", "S", "O", "O", "N", "C", "C", "C", "C", "C", "N", "H", "H", "H", "H", "H", "H", "H", "H", "H", "H", "H", "Cl", "C", "C", "C", "C", "C", "C", "N", "C", "C", "N", "C", "O", "C", "C", "C", "Cl", "S", "C", "C", "C", "Cl", "C", "H", "H", "H", "H", "H", "H", "H", "H", "H", "H", "H", "H", "H", "N", "C", "C", "C", "C", "C", "N", "C", "H", "H", "H", "H", "N", "C", "N", "C", "N"], "positions_angstrom": [[0.01, 0.03, 0.02], [0.19, -5.39, -4.70], [0.81, -5.40, -3.63], [1.49, -6.27, -3.06], [0.73, -4.05, -2.83], [1.50, -3.87, -1.70], [1.44, -2.66, -1.02], [0.61, -1.69, -1.40], [-0.18, -1.86, -2.46], [-0.10, -3.02, -3.23], [-1.10, -0.74, -2.80], [-2.00, -0.83, -3.86], [-2.76, 0.27, -4.20], [-2.58, 1.45, -3.50], [-1.70, 1.45, -2.43], [-1.01, 0.38, -2.07], [2.29, -2.36, 0.17], [3.23, -3.27, 0.65], [4.01, -2.92, 1.73], [3.84, -1.67, 2.32], [2.87, -0.84, 1.79], [2.12, -1.17, 0.75], [2.12, -4.71, -1.39], [-0.67, -3.17, -4.14], [-2.12, -1.76, -4.40], [-3.47, 0.21, -5.02], [-3.12, 2.35, -3.77], [-1.54, 2.34, -1.84], [3.35, -4.24, 0.18], [4.75, -3.61, 2.12], [4.44, -1.36, 3.16], [2.68, 0.14, 2.21], [7.74, 1.64, -0.54], [6.28, 1.84, -0.85], [5.40, 0.76, -0.78], [4.07, 0.93, -1.10], [3.60, 2.17, -1.49], [4.46, 3.25, -1.58], [5.80, 3.07, -1.26], [1.84, 2.29, -1.80], [1.54, 3.65, -2.19], [1.52, 1.26, -2.75], [1.17, 1.88, -0.38], [1.43, 2.62, 0.75], [2.08, 3.87, 0.80], [2.25, 4.50, 2.01], [1.79, 3.89, 3.18], [1.18, 2.66, 3.04], [0.99, 2.04, 1.88], [7.88, 0.90, 0.25], [8.21, 2.58, -0.22], [8.27, 1.29, -1.43], [5.76, -0.21, -0.46], [3.37, 0.10, -1.06], [4.08, 4.21, -1.91], [6.48, 3.92, -1.34], [2.39, 4.35, -0.12], [2.74, 5.46, 2.05], [1.88, 4.36, 4.14], [0.82, 2.13, 3.92], [-7.18, -0.08, 4.30], [-5.92, -1.27, 4.19], [-5.43, -1.64, 2.96], [-4.40, -2.58, 2.90], [-3.87, -3.15, 4.05], [-2.73, -4.14, 3.89], [-1.37, -3.58, 4.35], [-1.04, -2.29, 3.78], [-1.46, -1.07, 4.25], [-0.98, -0.14, 3.38], [-0.29, -0.77, 2.37], [-0.36, -2.05, 2.64], [-2.97, -5.32, 4.65], [-3.08, -6.53, 3.90], [-1.77, -6.92, 3.29], [-1.44, -6.82, 1.97], [-2.46, -6.34, 0.69], [0.21, -7.23, 1.66], [0.47, -7.54, 3.32], [-0.64, -7.34, 4.07], [-4.41, -2.77, 5.28], [-3.84, -3.41, 6.79], [-5.43, -1.83, 5.36], [-5.83, -1.21, 2.05], [-4.00, -2.86, 1.94], [-2.65, -4.38, 2.83], [-0.61, -4.31, 4.05], [-1.36, -3.50, 5.43], [-2.03, -0.97, 5.16], [-1.07, 0.93, 3.39], [0.08, -2.84, 2.04], [-3.86, -6.45, 3.13], [-3.39, -7.27, 4.64], [1.45, -7.85, 3.66], [-0.69, -7.48, 5.14], [-5.83, -1.54, 6.32], [-3.09, 5.73, 2.81], [-3.21, 4.73, 2.26], [-3.36, 3.48, 1.57], [-4.62, 3.05, 1.14], [-4.69, 1.85, 0.45], [-3.52, 1.14, 0.23], [-2.32, 1.54, 0.65], [-2.25, 2.69, 1.31], [-5.50, 3.64, 1.34], [-5.63, 1.46, 0.09], [-3.54, 0.20, -0.32], [-1.26, 2.99, 1.65], [-5.76, -2.10, -1.92], [-4.74, -2.35, -1.43], [-3.64, -2.73, -0.85], [-2.68, -2.06, -0.36], [-1.78, -1.48, 0.12]]}



{"formula": "C7H9N", "method": "ωB97M-V with the def2-TZVPD basis set", "max_force_ev_per_a": 4.7, "e_above_lowest_kj_mol": 664.7, "homo_lumo_gap_ev": 5.45, "e_tot_ev": -8888.2670, "e_lumo_ev": -1.779, "elements": ["C", "C", "N", "C", "C", "C", "C", "C", "H", "H", "H", "H", "H", "H", "H", "H", "H"], "positions_angstrom": [[0.43, 0.42, 1.58], [0.52, -0.60, 2.53], [0.05, -1.80, 2.54], [0.17, 0.29, 0.16], [0.38, 1.38, -0.62], [-0.01, 1.71, -1.91], [-0.76, 0.93, -2.79], [-0.12, -1.18, -0.28], [0.51, 1.45, 1.89], [1.08, -0.24, 3.40], [0.36, -2.31, 3.35], [0.20, 2.71, -2.30], [-0.65, 1.18, -3.85], [-1.69, 0.42, -2.56], [0.85, -1.68, -0.25], [-0.49, -1.07, -1.30], [-0.84, -1.61, 0.41]]}



Repeat the third record exactly.
{"formula": "C7H9N", "method": "ωB97M-V with the def2-TZVPD basis set", "max_force_ev_per_a": 4.7, "e_above_lowest_kj_mol": 664.7, "homo_lumo_gap_ev": 5.45, "e_tot_ev": -8888.2670, "e_lumo_ev": -1.779, "elements": ["C", "C", "N", "C", "C", "C", "C", "C", "H", "H", "H", "H", "H", "H", "H", "H", "H"], "positions_angstrom": [[0.43, 0.42, 1.58], [0.52, -0.60, 2.53], [0.05, -1.80, 2.54], [0.17, 0.29, 0.16], [0.38, 1.38, -0.62], [-0.01, 1.71, -1.91], [-0.76, 0.93, -2.79], [-0.12, -1.18, -0.28], [0.51, 1.45, 1.89], [1.08, -0.24, 3.40], [0.36, -2.31, 3.35], [0.20, 2.71, -2.30], [-0.65, 1.18, -3.85], [-1.69, 0.42, -2.56], [0.85, -1.68, -0.25], [-0.49, -1.07, -1.30], [-0.84, -1.61, 0.41]]}